[1]
{
  "formula": "C39H89N3O7",
  "method": "ωB97M-V/def2-TZVPD",
  "relative_energy_kcal_mol": 77.3,
  "total_energy_ev": -60682.2621,
  "charge": 0,
  "smiles": "CC1(C)CCCC(C)(C)N1O.CC1(C)CCCC(C)(C)N1O.CC1(C)CCCC(C)(C)N1O.CC(C)O.CC(C)O.CC(C)O.CC(C)O",
  "multiplicity": 1,
  "orbital_gap_ev": 8.565,
  "max_force_ev_per_a": 3.4,
  "species": ["C", "C", "C", "C", "C", "C", "C", "C", "C", "N", "O", "H", "H", "H", "H", "H", "H", "H", "H", "H", "H", "H", "H", "H", "H", "H", "H", "H", "H", "H", "C", "C", "C", "C", "C", "C", "C", "C", "C", "N", "O", "H", "H", "H", "H", "H", "H", "H", "H", "H", "H", "H", "H", "H", "H", "H", "H", "H", "H", "H", "C", "C", "C", "C", "C", "C", "C", "C", "C", "N", "O", "H", "H", "H", "H", "H", "H", "H", "H", "H", "H", "H", "H", "H", "H", "H", "H", "H", "H", "H", "C", "C", "C", "O", "H", "H", "H", "H", "H", "H", "H", "H", "C", "C", "C", "O", "H", "H", "H", "H", "H", "H", "H", "H", "C", "C", "C", "O", "H", "H", "H", "H", "H", "H", "H", "H", "C", "C", "C", "O", "H", "H", "H", "H", "H", "H", "H", "H"],
  "coordinates": [[-14.467, 16.756, 3.616], [-14.915, 15.825, 4.814], [-13.651, 15.519, 5.667], [-15.881, 16.637, 5.736], [-17.363, 16.553, 5.387], [-17.797, 15.131, 5.162], [-16.932, 14.328, 4.120], [-17.248, 12.864, 4.417], [-17.274, 14.584, 2.614], [-15.467, 14.539, 4.405], [-14.630, 13.806, 3.581], [-14.258, 17.776, 3.938], [-13.633, 16.430, 2.994], [-15.302, 16.813, 2.918], [-13.789, 14.883, 6.542], [-12.840, 15.105, 5.068], [-13.289, 16.414, 6.174], [-15.752, 16.439, 6.800], [-15.710, 17.713, 5.695], [-17.958, 17.077, 6.135], [-17.609, 17.086, 4.468], [-18.842, 15.134, 4.850], [-17.799, 14.675, 6.152], [-16.690, 12.458, 5.261], [-16.879, 12.305, 3.557], [-18.332, 12.765, 4.368], [-16.627, 14.119, 1.870], [-17.181, 15.665, 2.508], [-18.249, 14.280, 2.234], [-14.444, 13.032, 4.119], [-7.768, 26.434, 0.115], [-7.399, 25.016, 0.077], [-8.081, 24.370, -1.176], [-5.820, 25.001, -0.183], [-5.171, 23.643, -0.083], [-5.593, 23.093, 1.291], [-7.082, 22.971, 1.638], [-7.714, 21.838, 0.800], [-7.120, 22.865, 3.172], [-7.741, 24.285, 1.347], [-9.143, 24.370, 1.576], [-7.404, 27.001, 0.972], [-7.352, 26.918, -0.768], [-8.857, 26.391, 0.139], [-7.668, 23.419, -1.513], [-9.161, 24.236, -1.125], [-7.776, 24.960, -2.041], [-5.605, 25.419, -1.167], [-5.306, 25.719, 0.455], [-5.527, 22.999, -0.888], [-4.090, 23.728, -0.193], [-5.173, 23.732, 2.067], [-5.117, 22.118, 1.395], [-7.514, 21.919, -0.268], [-8.794, 21.919, 0.922], [-7.282, 20.870, 1.051], [-8.142, 22.619, 3.460], [-6.608, 23.668, 3.701], [-6.506, 22.000, 3.421], [-9.248, 24.963, 2.324], [0.266, 23.746, 17.980], [-1.007, 24.333, 17.316], [-1.000, 24.103, 15.759], [-2.278, 23.571, 17.873], [-3.544, 24.445, 17.831], [-3.337, 25.785, 18.595], [-2.237, 26.616, 17.863], [-2.784, 27.163, 16.507], [-1.854, 27.805, 18.757], [-1.014, 25.749, 17.698], [0.049, 26.412, 17.057], [1.171, 24.216, 17.596], [0.293, 22.680, 17.751], [0.264, 23.819, 19.068], [-1.040, 23.080, 15.384], [-0.185, 24.554, 15.193], [-1.871, 24.666, 15.424], [-2.448, 22.616, 17.376], [-2.222, 23.255, 18.914], [-4.442, 23.923, 18.161], [-3.673, 24.659, 16.770], [-3.153, 25.591, 19.652], [-4.351, 26.179, 18.532], [-2.038, 27.412, 15.751], [-3.419, 26.415, 16.034], [-3.300, 28.109, 16.673], [-1.221, 28.492, 18.194], [-2.848, 28.154, 19.037], [-1.443, 27.564, 19.737], [0.744, 26.524, 17.709], [-14.280, 19.370, 19.145], [-15.714, 19.705, 18.617], [-16.876, 19.506, 19.579], [-15.705, 21.057, 18.164], [-13.618, 19.503, 18.290], [-14.406, 18.404, 19.634], [-13.916, 20.002, 19.955], [-15.906, 19.180, 17.682], [-17.078, 18.447, 19.738], [-17.724, 19.965, 19.071], [-16.753, 20.040, 20.521], [-15.467, 21.624, 18.901], [-11.864, 29.330, 10.285], [-12.214, 28.024, 11.059], [-11.382, 27.711, 12.278], [-13.557, 28.265, 11.461], [-10.845, 29.229, 9.912], [-11.842, 30.111, 11.046], [-12.555, 29.472, 9.455], [-12.323, 27.205, 10.348], [-10.327, 27.634, 12.017], [-11.626, 26.774, 12.778], [-11.485, 28.553, 12.963], [-13.877, 27.530, 11.990], [-9.970, 21.467, 10.924], [-9.202, 20.426, 11.719], [-8.260, 21.021, 12.744], [-10.170, 19.691, 12.397], [-9.272, 22.158, 10.451], [-10.694, 22.026, 11.517], [-10.509, 21.106, 10.048], [-8.738, 19.761, 10.990], [-8.076, 20.317, 13.556], [-8.726, 21.930, 13.124], [-7.358, 21.299, 12.199], [-10.808, 20.261, 12.831], [-7.178, 14.454, 14.501], [-8.384, 14.063, 15.326], [-8.400, 14.793, 16.707], [-9.612, 14.401, 14.684], [-7.052, 15.518, 14.302], [-7.341, 13.953, 13.547], [-6.248, 13.981, 14.815], [-8.368, 12.992, 15.529], [-8.285, 15.871, 16.598], [-7.640, 14.559, 17.452], [-9.354, 14.656, 17.217], [-9.493, 15.246, 14.244]]
}



[2]
{
  "formula": "C39H89N3O7",
  "method": "ωB97M-V/def2-TZVPD",
  "relative_energy_kcal_mol": 58.5,
  "total_energy_ev": -60683.0809,
  "charge": 0,
  "smiles": "CC1(C)CCCC(C)(C)N1O.CC1(C)CCCC(C)(C)N1O.CC1(C)CCCC(C)(C)N1O.CC(C)O.CC(C)O.CC(C)O.CC(C)O",
  "multiplicity": 1,
  "orbital_gap_ev": 8.518,
  "max_force_ev_per_a": 2.8,
  "species": ["C", "C", "C", "C", "C", "C", "C", "C", "C", "N", "O", "H", "H", "H", "H", "H", "H", "H", "H", "H", "H", "H", "H", "H", "H", "H", "H", "H", "H", "H", "C", "C", "C", "C", "C", "C", "C", "C", "C", "N", "O", "H", "H", "H", "H", "H", "H", "H", "H", "H", "H", "H", "H", "H", "H", "H", "H", "H", "H", "H", "C", "C", "C", "C", "C", "C", "C", "C", "C", "N", "O", "H", "H", "H", "H", "H", "H", "H", "H", "H", "H", "H", "H", "H", "H", "H", "H", "H", "H", "H", "C", "C", "C", "O", "H", "H", "H", "H", "H", "H", "H", "H", "C", "C", "C", "O", "H", "H", "H", "H", "H", "H", "H", "H", "C", "C", "C", "O", "H", "H", "H", "H", "H", "H", "H", "H", "C", "C", "C", "O", "H", "H", "H", "H", "H", "H", "H", "H"],
  "coordinates": [[-0.879, -1.665, -4.936], [-0.480, -2.191, -3.595], [0.034, -1.005, -2.761], [-1.693, -2.885, -2.835], [-2.048, -4.263, -3.291], [-0.854, -5.196, -3.073], [0.374, -4.656, -3.817], [1.567, -5.432, -3.110], [0.226, -4.934, -5.272], [0.630, -3.183, -3.641], [1.786, -2.604, -4.301], [-1.591, -0.841, -4.882], [-0.022, -1.304, -5.503], [-1.362, -2.397, -5.583], [-0.740, -0.276, -2.520], [0.448, -1.269, -1.788], [0.797, -0.438, -3.295], [-1.673, -2.746, -1.754], [-2.586, -2.333, -3.128], [-2.938, -4.580, -2.746], [-2.452, -4.254, -4.303], [-1.116, -6.163, -3.502], [-0.694, -5.259, -1.996], [1.316, -6.492, -3.075], [1.752, -5.220, -2.057], [2.538, -5.249, -3.570], [1.137, -4.610, -5.774], [-0.497, -4.320, -5.810], [0.109, -5.998, -5.477], [2.402, -2.663, -3.566], [2.146, 2.435, 1.688], [2.947, 3.185, 0.613], [3.549, 2.101, -0.349], [1.903, 4.050, -0.259], [2.452, 5.169, -1.113], [3.499, 5.943, -0.260], [4.641, 5.138, 0.444], [5.646, 4.744, -0.750], [5.446, 6.045, 1.460], [3.984, 4.012, 1.239], [4.956, 3.268, 1.923], [1.475, 1.789, 1.121], [2.789, 1.785, 2.280], [1.642, 3.119, 2.371], [4.552, 1.716, -0.163], [2.973, 1.184, -0.471], [3.663, 2.623, -1.299], [1.227, 3.388, -0.801], [1.296, 4.527, 0.511], [2.774, 4.699, -2.042], [1.659, 5.821, -1.478], [2.899, 6.470, 0.482], [3.997, 6.706, -0.858], [6.461, 4.101, -0.417], [6.130, 5.517, -1.347], [5.134, 4.069, -1.437], [5.980, 6.839, 0.937], [6.132, 5.489, 2.098], [4.758, 6.501, 2.172], [4.991, 3.687, 2.786], [2.164, -5.065, 4.494], [3.100, -4.806, 3.286], [4.488, -5.360, 3.589], [2.635, -5.691, 2.090], [1.587, -5.058, 1.185], [2.138, -3.691, 0.683], [2.438, -2.704, 1.898], [3.237, -1.471, 1.382], [1.104, -2.222, 2.458], [3.249, -3.370, 2.903], [3.505, -2.552, 3.978], [2.528, -4.469, 5.330], [1.093, -4.946, 4.330], [2.369, -6.081, 4.832], [4.327, -6.366, 3.975], [5.207, -5.350, 2.769], [5.017, -4.753, 4.323], [3.429, -5.804, 1.352], [2.320, -6.675, 2.439], [1.324, -5.730, 0.368], [0.672, -4.892, 1.753], [1.258, -3.306, 0.168], [2.935, -3.848, -0.044], [4.270, -1.706, 1.127], [3.303, -0.628, 2.070], [2.704, -1.070, 0.520], [1.282, -1.516, 3.269], [0.578, -3.088, 2.860], [0.463, -1.810, 1.679], [4.419, -2.266, 3.915], [-0.666, 7.170, -0.335], [-1.878, 6.411, -0.825], [-1.545, 5.150, -1.573], [-2.499, 5.933, 0.331], [-1.040, 7.935, 0.345], [-0.109, 7.761, -1.063], [0.053, 6.599, 0.252], [-2.427, 7.067, -1.501], [-2.458, 4.565, -1.683], [-0.969, 4.444, -0.975], [-0.954, 5.235, -2.485], [-2.471, 6.613, 1.008], [-1.332, -0.057, 1.552], [-2.156, 1.157, 1.053], [-1.665, 1.943, -0.161], [-3.446, 0.644, 0.874], [-1.221, -0.721, 0.694], [-1.683, -0.688, 2.368], [-0.340, 0.266, 1.866], [-2.104, 1.888, 1.859], [-2.482, 2.597, -0.466], [-1.510, 1.193, -0.936], [-0.716, 2.376, 0.155], [-4.029, 1.266, 0.433], [-6.151, 1.049, -2.732], [-6.329, 1.796, -1.407], [-7.112, 0.945, -0.398], [-5.048, 2.094, -0.958], [-7.063, 0.787, -3.269], [-5.403, 0.258, -2.691], [-5.704, 1.767, -3.420], [-6.843, 2.746, -1.551], [-6.438, 0.110, -0.207], [-8.093, 0.575, -0.697], [-7.381, 1.568, 0.455], [-4.918, 2.992, -0.645], [-5.158, -1.190, 4.807], [-5.338, -0.598, 3.424], [-6.768, -0.766, 2.897], [-4.897, 0.739, 3.401], [-4.159, -1.067, 5.225], [-5.411, -2.243, 4.688], [-5.927, -0.779, 5.461], [-4.689, -1.166, 2.757], [-7.141, -1.776, 3.066], [-6.908, -0.551, 1.838], [-7.573, -0.199, 3.364], [-4.234, 0.761, 2.708]]
}